No. 1
{"formula": "C16H28N2O6S", "method": "the ωB97M-V functional and the def2-TZVPD basis", "species": ["C", "H", "N", "H", "H", "H", "C", "H", "H", "H", "H", "C", "C", "H", "O", "S", "O", "H", "C", "H", "C", "C", "O", "O", "H", "C", "C", "C", "C", "H", "H", "C", "H", "H", "O", "C", "H", "H", "H", "H", "H", "C", "O", "H", "H", "H", "C", "N", "H", "H", "C", "H", "H"], "xyz": [[0.387, -4.570, -4.121], [0.135, -2.421, -1.329], [-1.438, 0.492, 1.221], [1.473, 5.341, 4.158], [2.379, -5.316, -3.729], [0.413, 1.387, -1.472], [-1.154, -0.486, 2.115], [0.058, -4.711, -3.090], [-1.325, 2.566, 2.671], [3.774, -1.870, -1.721], [2.149, -0.136, -1.179], [-0.311, -3.361, -4.732], [-0.484, 0.979, -0.999], [0.497, -1.432, 0.079], [-0.062, 3.967, 4.021], [-1.892, 2.037, -1.550], [-2.293, -1.075, 2.538], [1.329, 4.183, 5.512], [-0.573, 2.727, 0.706], [-1.626, -1.723, 4.390], [2.798, -2.173, -1.339], [-1.804, 3.147, -0.103], [-0.049, -0.773, 2.497], [1.083, 4.507, 2.137], [-1.652, -0.820, -1.028], [1.907, -4.413, -4.128], [0.777, 4.805, 4.806], [0.204, 3.908, 2.700], [0.414, -1.414, -1.009], [-3.117, -2.468, 3.735], [-0.031, -3.248, -5.777], [-2.119, -2.110, 3.496], [-2.717, 3.028, 0.481], [-0.797, -0.473, -2.526], [2.323, -3.291, -3.350], [1.775, -1.066, -1.611], [0.137, -5.472, -4.681], [-0.029, -2.454, -4.202], [-1.737, 4.175, -0.451], [2.875, -2.366, -0.269], [0.547, 0.864, 0.920], [-0.705, -0.462, -1.437], [2.202, -4.509, -1.470], [2.274, -4.212, -5.136], [0.144, 5.509, 5.345], [-1.513, -2.916, 3.080], [2.406, -3.462, -2.027], [-0.693, 3.093, 2.089], [1.680, -0.927, -2.690], [0.317, 3.238, 0.325], [-0.408, 1.206, 0.509], [-1.390, -3.475, -4.672], [-2.389, 0.574, 0.894]], "forces_ev_per_a": [[0.29, 0.32, 0.01], [-0.04, -0.09, 0.06], [-0.31, 0.20, -0.11], [-0.07, -0.04, 0.15], [-0.01, 0.15, -0.12], [0.04, -0.08, 0.12], [-0.32, 0.03, 0.06], [0.01, -0.11, -0.02], [0.06, 0.05, 0.01], [0.04, -0.04, 0.03], [0.03, 0.06, -0.05], [0.03, -0.22, 0.10], [-0.24, 0.12, -0.09], [0.00, -0.09, 0.08], [-0.17, -0.16, -0.03], [0.09, -0.10, 0.06], [-0.04, 0.25, -0.26], [-0.05, 0.04, -0.03], [0.13, -0.08, -0.09], [-0.06, -0.06, -0.05], [-0.09, 0.06, -0.13], [-0.09, -0.09, -0.34], [0.33, -0.25, 0.21], [0.40, 0.23, -0.14], [-0.04, 0.05, -0.07], [-0.26, -0.66, -0.04], [0.29, 0.23, 0.02], [-0.31, -0.12, 0.07], [0.01, 0.24, -0.28], [0.04, 0.02, -0.01], [-0.01, 0.08, -0.13], [0.22, -0.22, 0.20], [0.05, 0.07, 0.07], [-0.05, -0.07, -0.05], [0.01, 0.38, -0.24], [-0.07, -0.19, 0.18], [0.01, -0.07, 0.04], [-0.01, 0.14, 0.02], [0.01, 0.04, 0.15], [0.04, -0.07, -0.07], [-0.10, 0.09, -0.06], [0.12, 0.01, 0.12], [-0.08, -0.13, -0.01], [-0.01, -0.02, 0.09], [0.03, -0.06, -0.02], [-0.07, 0.04, 0.06], [0.25, 0.12, 0.50], [-0.09, -0.12, 0.17], [0.02, 0.10, -0.02], [-0.16, -0.14, 0.00], [0.34, 0.20, -0.07], [-0.11, 0.07, -0.04], [-0.02, -0.11, -0.01]], "homo_lumo_gap_ev": 9.46, "spin_multiplicity": 1, "smiles": "CCCOC(=O)CCCC[C@H]1SC[C@@H](NC(=O)OC)[C@H]1NC(=O)OC", "largest_force_ev_per_a": 0.71}


No. 2
{"formula": "C38H35ClF5N3O4RhTe", "method": "the ωB97M-V functional and the def2-TZVPD basis", "species": ["H", "C", "C", "H", "H", "C", "C", "H", "H", "H", "C", "O", "C", "C", "H", "O", "C", "O", "H", "F", "C", "C", "H", "C", "C", "C", "H", "H", "N", "C", "H", "C", "C", "C", "H", "N", "H", "C", "H", "C", "H", "H", "H", "C", "C", "F", "C", "C", "Rh", "N", "H", "H", "C", "H", "C", "H", "C", "C", "C", "H", "C", "H", "Te", "F", "C", "F", "H", "F", "C", "C", "C", "Cl", "H", "H", "H", "C", "H", "C", "H", "H", "H", "H", "H", "H", "C", "O", "C", "C"], "xyz": [[6.031, -1.781, 1.725], [-4.563, 4.201, -0.643], [-1.211, -3.259, -0.453], [5.003, -3.686, 3.374], [-6.322, 5.213, 2.633], [3.976, -6.305, 1.503], [4.625, -0.516, 0.122], [0.927, -2.278, -2.405], [-3.311, 4.650, -2.311], [-2.994, 4.344, 3.157], [-4.000, 3.925, 3.090], [-0.488, -3.573, -1.592], [0.824, 2.964, -1.269], [5.221, 0.670, 0.508], [-8.471, 5.438, -0.080], [0.377, 2.451, -0.180], [-3.910, 3.820, -1.935], [2.257, -6.625, -0.001], [-7.565, 6.944, -0.142], [0.210, 5.132, -0.540], [3.225, -0.615, 0.085], [1.914, 4.132, -3.623], [5.575, -6.060, 2.903], [4.748, -5.581, 2.400], [0.806, 4.358, -1.485], [6.345, -2.019, 0.705], [-4.598, 4.300, 3.919], [1.391, -5.375, -1.435], [1.523, -3.730, 0.439], [3.045, 1.624, 0.891], [-3.250, 2.968, -1.787], [4.429, 1.737, 0.894], [-0.784, -2.238, 0.440], [-0.145, -2.488, -2.443], [-1.298, 0.174, -0.275], [2.708, -1.858, -0.299], [6.477, -3.098, 0.615], [1.875, 2.751, -3.491], [-1.629, 1.070, -1.845], [-3.952, 3.920, 0.583], [6.298, 0.743, 0.529], [4.895, 2.669, 1.174], [-0.682, -1.576, -2.174], [1.177, -6.254, -0.828], [-5.779, 4.862, -0.671], [2.356, 1.956, -4.469], [1.533, -2.382, 0.161], [-2.367, -3.969, -0.189], [0.435, 0.356, 0.063], [0.454, -1.629, 0.298], [-6.234, 5.092, -1.626], [1.010, -7.110, -1.484], [-5.827, 4.933, 1.710], [-4.062, -4.203, 1.091], [-2.040, 0.739, -0.893], [-0.421, -2.781, -3.458], [-1.653, -1.862, 1.481], [2.594, -4.385, 1.066], [2.419, 0.461, 0.464], [2.454, 2.464, 1.232], [-7.704, 6.024, 0.425], [0.602, -4.119, 0.578], [-2.005, 3.051, 0.653], [2.486, 4.697, -4.709], [4.441, -4.250, 2.642], [1.220, 0.824, -2.227], [-3.909, 2.842, 3.185], [1.331, 6.275, -2.796], [-4.610, 4.272, 1.767], [-2.826, -2.546, 1.699], [1.348, 4.933, -2.634], [-3.426, -0.295, -1.203], [-1.356, -1.029, 2.110], [-4.655, 3.567, -2.687], [0.261, -6.079, -0.256], [1.318, 2.193, -2.342], [-3.491, -2.243, 2.495], [3.390, -3.664, 1.976], [3.127, -2.632, 2.169], [-2.656, -4.763, -0.863], [7.294, -1.512, 0.499], [3.443, -2.540, -0.456], [-8.064, 6.283, 1.417], [4.187, -7.347, 1.317], [-6.416, 5.259, 0.497], [5.348, -1.656, -0.219], [-3.163, -3.636, 0.899], [2.900, -5.739, 0.828]], "forces_ev_per_a": [[0.03, -0.03, -0.01], [0.10, -0.14, -0.08], [-0.03, 0.13, -0.12], [0.06, 0.08, -0.05], [-0.02, 0.01, 0.06], [0.25, 0.10, 0.31], [-0.35, -0.12, 0.03], [-0.06, -0.05, 0.04], [0.11, 0.03, -0.10], [0.01, -0.03, 0.09], [0.01, 0.05, 0.07], [-0.16, -0.17, 0.47], [0.15, 0.19, -0.54], [0.17, -0.24, -0.06], [-0.11, -0.01, -0.02], [-0.25, 0.49, 0.07], [0.02, 0.04, -0.08], [0.40, 0.15, 0.46], [-0.05, 0.09, -0.02], [0.48, -0.16, -0.55], [0.51, 0.63, 0.48], [0.01, 0.09, -0.11], [0.04, -0.04, 0.06], [-0.26, -0.12, -0.25], [0.12, 0.32, -0.36], [0.26, -0.12, 0.14], [-0.04, 0.00, 0.03], [-0.04, -0.07, 0.06], [-0.10, -0.25, 0.00], [0.40, -0.01, 0.14], [0.00, -0.07, -0.14], [-0.08, 0.17, 0.02], [0.16, -0.22, -0.04], [0.02, 0.25, -0.27], [-1.35, -0.09, -0.14], [0.03, -0.72, -0.39], [0.10, 0.03, 0.03], [-0.23, -0.35, 0.39], [-0.02, 0.19, 0.13], [0.12, 0.05, -0.01], [0.16, 0.03, -0.03], [0.09, 0.12, 0.10], [-0.04, -0.07, -0.01], [-0.26, 0.10, -0.43], [-0.08, 0.09, 0.19], [-0.13, 0.35, 0.35], [-0.66, 0.64, 0.15], [0.14, 0.07, -0.06], [1.06, 0.16, 0.69], [0.41, -1.13, -0.43], [-0.04, 0.00, -0.11], [0.01, 0.06, 0.07], [-0.09, 0.07, -0.06], [-0.11, -0.01, 0.03], [0.16, -0.47, -0.65], [0.03, 0.05, 0.02], [0.12, 0.03, 0.07], [0.27, -0.02, 0.27], [0.14, -0.23, -0.22], [-0.10, 0.05, -0.09], [0.02, -0.04, -0.01], [0.08, 0.03, -0.10], [-0.54, 0.20, 0.52], [-0.17, -0.10, 0.19], [0.19, -0.06, 0.13], [0.21, 0.86, -0.55], [0.04, -0.03, 0.11], [0.04, -0.46, 0.05], [0.13, -0.05, 0.08], [-0.14, -0.17, -0.04], [-0.20, -0.06, 0.46], [-0.10, 0.10, 0.11], [-0.02, -0.06, 0.02], [-0.03, 0.00, -0.08], [0.03, 0.04, 0.01], [0.16, -0.25, -0.21], [0.01, 0.03, 0.10], [-0.30, -0.29, -0.14], [-0.02, 0.05, 0.01], [0.02, -0.02, -0.09], [-0.04, -0.03, 0.00], [-0.16, 0.13, 0.07], [-0.07, 0.04, 0.08], [0.01, -0.11, -0.08], [0.05, -0.04, -0.06], [-0.37, 0.35, -0.11], [-0.18, 0.01, 0.08], [-0.09, 0.01, -0.13]], "homo_lumo_gap_ev": [3.49, 5.62], "spin_multiplicity": 5, "largest_force_ev_per_a": 1.36, "charge": -1, "s_squared": 6.039}


No. 3
{"formula": "C59H50GeNNiO2SiTe", "method": "the ωB97M-V functional and the def2-TZVPD basis", "species": ["H", "H", "C", "H", "C", "H", "C", "H", "H", "C", "C", "C", "H", "C", "H", "H", "O", "C", "C", "H", "H", "Ni", "C", "H", "H", "H", "H", "H", "C", "H", "H", "H", "H", "H", "C", "H", "C", "C", "H", "C", "C", "Te", "C", "C", "C", "C", "C", "H", "H", "C", "C", "C", "H", "C", "C", "C", "H", "C", "C", "C", "H", "H", "C", "H", "C", "H", "C", "C", "H", "H", "Si", "C", "H", "C", "H", "H", "H", "C", "C", "C", "C", "C", "C", "H", "C", "C", "C", "C", "H", "C", "O", "C", "Ge", "C", "H", "H", "C", "C", "H", "C", "C", "H", "H", "C", "C", "H", "N", "C", "H", "H", "H", "H", "C", "H", "C", "C"], "xyz": [[-6.333, -2.184, 2.210], [4.410, 1.113, 2.497], [-3.725, 0.790, 3.172], [4.071, -2.045, -2.384], [3.992, 3.093, 1.791], [-2.708, 1.613, 0.042], [-5.510, 1.818, 1.927], [-0.947, 3.132, 1.272], [-0.550, -5.689, -2.696], [-1.241, -3.860, -1.803], [4.043, 1.806, -2.688], [-2.220, -2.260, -3.298], [1.772, -2.528, 5.083], [-4.536, -1.857, 1.077], [0.118, 6.635, -0.761], [3.322, 8.888, -2.514], [0.155, 4.038, -0.917], [-1.013, -4.724, -2.869], [-0.783, -1.063, 3.345], [4.030, 2.881, -2.817], [-3.424, -5.328, 2.360], [-0.176, -0.214, 0.153], [3.904, -1.950, 2.748], [-4.871, -0.891, 0.710], [-6.533, 2.171, 1.871], [5.091, -3.280, 3.935], [-0.954, -4.175, -0.805], [0.403, -2.704, 0.932], [-0.288, -3.136, 5.187], [-1.918, -4.014, 0.946], [2.055, -2.993, 1.440], [5.112, 4.802, 2.468], [6.171, -0.830, -2.757], [6.169, 1.642, -2.949], [3.858, -1.141, 1.617], [0.432, 0.999, 4.739], [5.245, -0.277, -2.658], [1.807, 1.937, 0.432], [-1.214, -5.023, -4.986], [1.439, -2.426, 0.750], [-5.037, 1.242, 3.101], [1.050, -1.322, -2.093], [2.850, 1.125, -2.466], [-1.388, -4.352, -4.154], [0.515, -1.330, 3.816], [0.786, 3.103, 4.718], [1.134, 6.701, -1.133], [-2.842, -1.708, 3.485], [-2.692, -1.300, -3.479], [-1.823, -1.871, 3.824], [-1.998, -3.121, -4.366], [3.184, 3.867, 0.933], [7.060, -3.144, 2.441], [3.723, 6.813, -2.145], [1.931, 5.559, -1.122], [0.637, 4.299, 4.026], [-3.369, 0.364, 4.106], [1.847, -2.746, -0.686], [-3.357, 1.493, 0.905], [4.977, -1.047, 0.788], [3.846, 4.732, -1.656], [-5.025, 2.426, -0.075], [-2.873, 0.881, 2.064], [4.725, 6.850, -2.557], [-3.280, -2.350, 0.706], [-3.104, -0.315, -1.200], [2.719, 1.106, 1.212], [2.133, 3.346, 0.235], [6.071, 3.333, 2.248], [-5.630, -4.416, 3.023], [-1.097, 0.374, 2.200], [1.300, 4.283, -0.628], [-2.304, -2.833, -5.365], [5.242, 1.110, -2.771], [-0.099, -3.929, 5.902], [3.379, 4.929, 0.866], [5.006, 3.480, 3.640], [5.058, -2.661, 3.047], [2.931, 7.954, -2.127], [-5.369, -2.588, 1.921], [-3.736, -4.351, 2.008], [-1.576, -2.893, 4.739], [3.756, 1.715, 1.877], [2.928, -2.671, -0.807], [3.227, 5.622, -1.633], [-4.972, -3.839, 2.381], [1.637, 7.898, -1.620], [0.764, -2.352, 4.720], [-5.688, 1.152, 3.962], [4.055, -0.962, -2.442], [0.779, 1.453, -0.082], [-0.429, 3.110, 2.228], [-2.162, -1.347, -0.543], [-1.844, -2.615, -2.001], [4.943, -0.410, -0.094], [3.042, -2.016, 3.404], [-4.666, 1.957, 0.834], [-2.893, -3.604, 1.193], [-2.401, -3.501, 5.094], [6.123, -1.774, 1.078], [0.014, 4.303, 2.784], [1.345, -0.708, 3.487], [1.234, 3.099, 5.705], [-0.262, 1.888, 2.895], [6.165, -2.580, 2.210], [1.914, 1.671, -2.439], [1.525, -0.965, 0.938], [2.859, -0.258, -2.322], [0.980, 5.228, 4.467], [1.016, 8.785, -1.616], [6.982, -1.707, 0.422], [1.520, -3.738, -0.987], [5.103, 3.719, 2.578], [-0.136, 5.238, 2.252], [0.337, 1.909, 4.162], [2.616, -0.381, 1.254]], "forces_ev_per_a": [[0.07, -0.03, -0.04], [0.03, 0.03, -0.04], [-0.11, 0.03, -0.08], [0.03, 0.07, -0.03], [-0.01, 0.07, 0.04], [-0.07, 0.00, 0.07], [0.01, 0.00, -0.02], [0.16, 0.04, 0.07], [-0.02, 0.03, -0.01], [0.01, -0.01, -0.15], [-0.03, -0.06, 0.00], [0.06, -0.10, -0.07], [-0.09, -0.01, 0.01], [0.08, -0.11, 0.09], [0.05, 0.02, -0.02], [-0.03, -0.03, 0.01], [-0.24, -0.14, 0.16], [-0.03, 0.07, -0.01], [0.00, -0.23, 0.33], [-0.01, -0.05, -0.02], [0.00, 0.06, -0.01], [0.91, 0.26, -0.60], [-0.04, 0.06, 0.13], [0.03, -0.06, 0.04], [0.03, -0.01, 0.00], [0.01, 0.01, -0.03], [0.03, 0.01, -0.10], [-0.12, -0.01, 0.02], [0.07, -0.01, -0.01], [-0.10, 0.03, 0.05], [0.12, 0.03, 0.12], [-0.01, -0.02, -0.01], [-0.02, 0.02, 0.00], [-0.04, -0.03, 0.01], [0.01, 0.05, -0.15], [0.01, 0.00, -0.01], [-0.05, 0.05, -0.08], [-0.04, -0.10, -0.21], [-0.01, 0.03, 0.04], [0.16, 0.17, -0.14], [0.10, -0.02, 0.00], [-0.23, -0.08, -0.08], [0.09, 0.05, -0.08], [-0.01, 0.02, 0.03], [-0.07, 0.00, 0.04], [-0.01, -0.01, -0.05], [-0.04, 0.05, -0.01], [0.11, -0.05, -0.01], [0.00, -0.03, 0.00], [0.07, -0.08, -0.03], [0.00, -0.01, 0.04], [0.14, 0.04, 0.28], [-0.03, 0.03, 0.00], [-0.06, 0.00, 0.03], [0.06, -0.14, 0.07], [0.00, -0.06, 0.05], [-0.03, 0.05, -0.10], [-0.02, 0.09, 0.03], [-0.09, 0.07, 0.06], [-0.05, 0.12, -0.03], [-0.03, 0.06, 0.07], [0.02, -0.02, 0.04], [-0.38, 0.11, 0.14], [-0.07, -0.01, 0.03], [-0.21, -0.13, 0.26], [0.14, 0.01, -0.01], [0.12, -0.10, 0.13], [0.01, 0.07, -0.06], [-0.01, -0.01, 0.01], [0.06, 0.05, -0.05], [-0.35, -0.50, -0.21], [0.31, -0.19, -0.08], [0.02, -0.01, 0.04], [-0.01, -0.08, 0.01], [-0.02, 0.06, -0.05], [0.08, 0.03, -0.03], [-0.01, -0.01, -0.04], [0.07, 0.01, -0.07], [-0.06, -0.03, 0.04], [0.08, -0.01, -0.07], [0.06, 0.07, 0.00], [-0.04, 0.06, -0.13], [0.08, 0.02, 0.07], [-0.04, -0.07, 0.08], [0.03, -0.06, -0.01], [-0.02, 0.07, -0.02], [0.05, -0.02, -0.03], [-0.10, 0.02, 0.01], [0.03, 0.01, -0.04], [0.10, 0.15, -0.10], [-0.14, 0.36, -0.24], [-0.12, 0.06, 0.02], [-0.70, -0.08, 0.45], [0.22, -0.11, -0.06], [0.01, -0.08, 0.23], [0.15, -0.02, -0.14], [0.06, 0.01, 0.02], [-0.09, 0.12, 0.05], [0.04, 0.04, -0.02], [-0.07, -0.02, 0.07], [0.00, -0.03, -0.09], [-0.20, -0.07, 0.11], [-0.01, 0.00, -0.03], [0.30, 0.28, 0.12], [-0.06, 0.01, 0.00], [0.00, 0.02, 0.07], [-0.21, -0.35, -0.09], [0.06, -0.10, 0.12], [-0.02, -0.05, -0.02], [0.04, -0.04, 0.01], [-0.02, 0.00, 0.03], [0.00, 0.01, -0.01], [-0.08, -0.02, -0.03], [0.00, -0.10, 0.05], [0.07, 0.18, -0.11], [0.13, 0.27, -0.03]], "homo_lumo_gap_ev": [7.13, 4.90], "spin_multiplicity": 3, "largest_force_ev_per_a": 1.12, "charge": 1, "s_squared": 2.086}


Energy (computed, eV): -43149.1147; -89040.0106; -180303.9112